136
Properties=species:S:1:pos:R:3:forces:R:3 method="wB97M-V/def2-TZVPD" homo_ev=-14.5990 total_charge=+2 de_lowest_kcal_mol=166.2 spin_multiplicity=1 total_energy_ha=-6839.71457
Hg 0.1205 0.1315 -0.1551 -0.459 -1.569 -0.461
O 2.0794 1.2493 -0.4650 3.117 3.437 1.154
S 3.0153 2.4173 -0.2250 0.019 -1.801 -0.706
O 2.5615 3.7528 0.2127 0.619 -2.832 -1.026
O 4.1929 1.8522 0.8185 -2.271 -0.690 -1.885
C 5.1508 2.8111 1.1925 2.093 1.315 1.047
C 6.4370 2.2060 1.8382 -0.568 -0.401 -0.807
C 3.9599 2.5234 -1.8274 -0.905 -0.148 0.163
H 4.6535 3.4898 1.8854 0.236 0.192 -0.064
H 5.5337 3.3496 0.3257 -0.387 0.274 -0.123
H 7.2315 2.9335 2.0045 -0.716 0.701 0.663
H 7.0175 1.6224 1.1237 -0.629 -0.763 -0.202
H 6.1967 1.6222 2.7268 0.280 0.115 -0.004
H 4.9671 2.8974 -1.6438 -0.406 0.374 -0.222
H 3.3162 3.0256 -2.5495 0.158 1.364 0.561
H 3.9737 1.6317 -2.4542 0.248 -1.043 1.282
O 2.6696 -3.7324 -0.4671 -0.686 1.050 -0.087
S 2.1495 -2.8452 -1.4903 0.701 -2.467 -0.357
O 1.1081 -1.8746 -1.1423 2.152 -1.419 -1.164
O 3.4305 -2.1581 -2.1755 -0.805 0.572 -0.182
C 4.7361 -2.7718 -2.0217 1.691 1.276 2.144
C 5.4088 -2.1581 -0.7072 -0.342 -0.583 -0.518
C 1.6701 -4.0245 -2.8929 -0.151 1.514 0.259
H 5.4313 -2.3995 -2.7742 -0.804 0.208 -0.656
H 4.7629 -3.8558 -2.1332 -0.549 0.054 0.507
H 6.3760 -2.6148 -0.4975 -0.036 -0.234 -0.180
H 4.8267 -2.2014 0.2133 -0.303 -0.465 -0.276
H 5.6142 -1.0961 -0.8419 -0.120 0.055 -0.418
H 2.0144 -5.0485 -2.7480 -0.268 0.207 0.873
H 2.1812 -3.7079 -3.8021 -0.259 0.515 0.102
H 0.5934 -3.8897 -2.9961 0.097 -0.361 -0.140
O -0.9525 -1.9673 0.4218 -1.104 -1.405 0.417
S -1.3812 -3.0368 1.2980 1.872 -3.121 -0.127
O -1.7825 -2.7639 2.6422 -0.176 0.448 -0.166
O -2.5142 -4.0021 0.5676 2.327 2.082 -1.322
C -3.5056 -4.5124 1.4301 0.089 0.797 1.157
C -4.4159 -5.4462 0.7340 -0.320 0.742 -0.589
C 0.0130 -4.3768 1.3593 -1.164 1.161 -0.431
H -3.9255 -3.5904 1.8323 -0.587 -0.693 0.719
H -2.9699 -5.1421 2.1405 -0.269 0.434 0.766
H -5.2006 -5.6425 1.4646 0.282 -1.053 0.031
H -3.7199 -6.2161 0.4010 -0.975 -0.760 -0.013
H -4.9763 -5.0258 -0.1011 0.360 0.168 -0.263
H 0.9560 -3.8899 1.6081 -0.263 0.026 -0.209
H 0.0197 -4.8508 0.3777 0.123 0.315 -0.042
H -0.2140 -5.1552 2.0877 -0.379 0.380 0.180
O 0.8063 -1.1985 -4.6843 1.385 2.194 1.531
S 1.1373 0.0961 -4.0517 0.134 -2.550 0.483
O 0.8155 0.3494 -2.6690 0.501 -0.053 -1.225
O 2.7590 0.4844 -4.1502 -2.743 -0.051 2.321
C 3.5532 -0.2163 -5.0045 2.880 0.055 -3.587
C 5.0558 0.1796 -4.7848 -1.647 -0.301 0.707
C 0.4682 1.3099 -5.0363 -0.013 1.869 -0.525
H 3.3902 0.1928 -6.0016 -0.496 -0.386 -0.488
H 3.3945 -1.2930 -5.0633 -0.098 0.052 0.525
H 5.7222 -0.1975 -5.5605 -0.181 -0.499 0.290
H 5.2366 -0.1812 -3.7722 0.943 0.140 -0.047
H 5.1531 1.2635 -4.8475 -0.118 0.059 0.280
H 1.2494 2.0655 -5.1196 0.143 -0.106 -0.576
H -0.2892 1.8740 -4.4920 -0.597 -0.672 -0.120
H 0.1788 0.8680 -5.9898 -0.120 0.344 0.163
O -2.0192 0.4934 0.7144 -2.201 0.126 1.797
S -3.2375 0.4950 1.5296 -1.748 0.745 -1.386
O -4.3276 1.4133 1.1902 1.932 -1.118 0.528
O -3.8344 -1.0044 1.4290 1.388 1.343 0.681
C -5.2009 -1.1934 1.1298 -2.482 -1.189 0.140
C -6.1187 -1.7086 2.2892 1.425 0.975 -0.544
C -2.9298 0.6524 3.2713 0.504 0.448 -0.328
H -5.1463 -2.0338 0.4378 -0.321 0.436 -0.597
H -5.7226 -0.3199 0.7389 0.803 -0.007 -0.485
H -5.9799 -1.0560 3.1511 0.216 -0.430 0.375
H -5.8503 -2.7547 2.4365 -0.523 0.140 0.650
H -7.1592 -1.5309 2.0171 0.055 -0.509 -0.289
H -2.1072 -0.0244 3.5024 -0.395 -0.260 0.385
H -3.8827 0.5620 3.7928 0.141 -0.737 -0.117
H -2.6079 1.6652 3.5136 0.212 0.049 -0.557
O 1.1887 -0.6120 1.7875 0.062 -1.107 0.708
S 1.6689 -0.9382 3.0999 1.299 0.489 3.533
O 1.2557 -0.1239 4.2688 0.841 -1.624 -2.826
O 1.3119 -2.4922 3.4822 -0.111 1.849 -2.880
C 1.5619 -2.9112 4.7803 0.816 -1.223 2.829
C 1.3087 -4.4210 4.9197 0.173 0.513 -0.617
C 3.5201 -1.0239 2.9659 -0.690 -0.144 0.640
H 0.9930 -2.3157 5.4943 -0.191 -0.106 -0.107
H 2.6089 -2.8118 5.0667 0.270 0.531 -0.300
H 1.7290 -4.8499 5.8294 -0.553 0.556 0.499
H 1.9440 -4.9435 4.2045 -0.453 0.006 -0.632
H 0.2426 -4.6081 4.7915 0.186 -0.480 0.054
H 3.9235 -0.0617 2.6502 -0.423 -0.018 -0.245
H 3.8179 -1.8513 2.3220 -0.403 0.204 -0.323
H 3.9510 -1.2482 3.9417 -0.381 0.105 0.185
O -0.5978 2.0188 -0.9574 -2.095 4.435 -1.439
S -1.4886 3.1023 -1.4525 -2.139 0.146 1.809
O -2.2388 2.8234 -2.6472 0.905 0.401 0.317
O -2.6093 3.4905 -0.2389 2.272 -1.445 -0.833
C -3.6593 4.4764 -0.4503 -0.674 -0.227 -1.641
C -4.9244 3.7782 -1.0868 1.730 0.946 0.774
C -0.6132 4.7292 -1.5007 0.733 -0.897 1.378
H -3.3030 5.2295 -1.1531 0.161 0.178 -0.042
H -3.7841 4.9783 0.5092 -0.203 -0.373 0.033
H -5.6854 4.5021 -1.3780 -0.104 0.063 0.561
H -5.2279 3.0420 -0.3425 -0.396 -0.161 -0.632
H -4.5575 3.3910 -2.0374 -0.176 -0.614 0.262
H 0.4037 4.3954 -1.2948 0.495 0.250 -1.160
H -0.7362 5.2690 -0.5617 -0.937 -0.306 0.197
H -0.8310 5.4637 -2.2760 0.151 -0.857 -0.483
O -1.7975 -0.4693 -1.9979 -2.205 0.026 -0.943
S -3.1698 -0.4806 -2.5218 -1.043 0.305 -0.835
O -4.3165 0.0542 -1.7754 2.089 -0.179 -1.011
O -3.0840 0.2371 -4.0582 1.376 -1.677 2.832
C -4.1226 1.0737 -4.5700 0.871 0.252 -0.221
C -3.4646 2.0712 -5.5656 -1.946 -0.063 0.370
C -3.6418 -2.2271 -2.9223 1.991 1.730 0.925
H -4.5864 1.5866 -3.7275 -0.182 0.087 -0.219
H -4.8018 0.3627 -5.0405 -0.408 0.576 -0.290
H -2.8362 2.8415 -5.1186 0.342 -0.589 0.167
H -4.3414 2.6400 -5.8749 -0.112 0.228 -0.382
H -3.0845 1.6303 -6.4871 0.314 -0.172 0.370
H -3.7151 -2.6623 -1.9257 -0.825 -0.004 -0.022
H -2.6658 -2.5992 -3.2341 -0.423 -0.337 -0.998
H -4.5034 -2.2150 -3.5897 0.308 -0.329 0.195
O 1.9973 2.5755 2.9585 -1.329 -0.091 -0.221
S 0.6083 2.6587 2.5531 0.864 2.127 2.065
O 0.1513 1.8056 1.5128 -0.605 0.320 0.747
O -0.4004 2.5046 3.8520 0.907 -0.566 -1.983
C -0.0087 3.0311 5.1049 1.757 1.133 1.162
C -0.3366 2.0928 6.1931 -1.035 -0.702 0.815
C 0.1719 4.4031 2.2596 -0.156 -1.866 -0.131
H -0.3586 4.0397 5.3248 -1.460 -0.038 -0.513
H 1.0333 3.3212 5.2398 0.738 -0.869 -1.020
H -0.2531 2.6491 7.1268 -0.096 -0.189 0.141
H 0.2455 1.1745 6.2690 0.356 0.301 -0.336
H -1.3667 1.7594 6.0666 -0.221 0.090 0.287
H 0.0778 4.6953 3.3054 0.441 0.993 -0.461
H -0.8247 4.3660 1.8196 -0.028 0.075 -0.041
H 0.9047 4.8319 1.5760 0.015 0.256 0.569